Entry 1:
Density functional theory data (ωB97M-V with the def2-TZVPD basis set) for C33H54BN5O5P2Sr as an isolated structure.

Properties
Kohn-Sham gap	0.2243	hartree
HOMO	-6.1	eV
2S+1	1
ΔE to the lowest compared entry with this formula, charge and spin	202.28	kJ/mol

Last column: Mulliken charge in e.
Atoms and positions in Å:
1 Sr 0.78 -1.42 0.01  1.222
2 C -1.57 5.27 -1.85  -1.890
3 C -0.92 3.90 -2.04  2.068
4 C -2.02 2.86 -2.27  -2.134
5 C -0.05 3.93 -3.31  -1.899
6 P 0.12 3.21 -0.64  0.771
7 C -1.16 2.96 0.70  -1.196
8 N -1.71 1.62 0.71  0.140
9 B -0.91 0.42 0.64  0.209
10 N -1.96 -0.64 0.46  0.923
11 C -1.82 -2.08 0.24  -1.866
12 P -1.16 -2.74 -1.46  -0.057
13 C -2.73 -3.11 -2.42  2.212
14 C -3.44 -1.75 -2.49  -1.987
15 C -3.69 -4.17 -1.89  -2.021
16 C -2.31 -3.47 -3.85  -1.817
17 C -0.33 -4.35 -0.80  3.026
18 C 0.96 -4.11 0.07  -3.033
19 C 0.12 -5.18 -2.01  -2.166
20 C -1.24 -5.21 0.09  -1.966
21 C -3.23 -0.06 0.57  0.353
22 C -4.49 -0.61 0.64  -0.692
23 C -5.60 0.23 0.78  -0.849
24 C -5.43 1.61 0.87  -0.997
25 C -4.16 2.17 0.84  -0.537
26 C -3.06 1.34 0.70  0.402
27 C 1.15 4.56 0.17  1.970
28 C 2.02 3.81 1.19  -1.779
29 C 0.41 5.68 0.91  -1.794
30 C 2.08 5.18 -0.88  -2.042
31 H -2.28 5.45 -2.66  0.476
32 H -2.13 5.33 -0.91  0.301
33 H -0.84 6.08 -1.86  0.345
34 H -2.51 3.06 -3.23  0.635
35 H -1.62 1.84 -2.30  0.359
36 H -2.78 2.89 -1.49  0.290
37 H -0.68 4.16 -4.18  0.509
38 H 0.73 4.69 -3.26  0.347
39 H 0.43 2.97 -3.48  0.301
40 H -0.68 3.17 1.66  0.396
41 H -1.96 3.70 0.59  -0.021
42 H -1.14 -2.54 0.97  1.204
43 H -2.77 -2.58 0.44  0.043
44 H -3.89 -1.46 -1.55  0.247
45 H -2.75 -0.96 -2.80  0.401
46 H -4.23 -1.82 -3.24  0.624
47 H -3.99 -3.99 -0.86  0.352
48 H -4.60 -4.13 -2.50  0.518
49 H -3.29 -5.17 -1.98  0.396
50 H -1.69 -2.69 -4.29  0.391
51 H -1.76 -4.41 -3.91  0.327
52 H -3.21 -3.57 -4.47  0.516
53 H 1.75 -3.58 -0.49  0.278
54 H 0.70 -3.62 1.02  0.869
55 H 1.34 -5.09 0.33  0.696
56 H 0.77 -4.60 -2.67  0.393
57 H 0.67 -6.05 -1.66  0.492
58 H -0.73 -5.54 -2.59  0.428
59 H -1.47 -4.70 1.03  0.333
60 H -2.17 -5.48 -0.38  0.288
61 H -0.72 -6.13 0.35  0.529
62 H -4.65 -1.68 0.60  0.384
63 H -6.59 -0.20 0.83  0.417
64 H -6.30 2.24 0.98  0.395
65 H -4.04 3.24 0.95  0.435
66 H 1.45 3.50 2.07  0.381
67 H 2.47 2.90 0.77  0.167
68 H 2.83 4.46 1.53  0.526
69 H -0.25 5.29 1.68  0.293
70 H 1.14 6.33 1.40  0.542
71 H -0.18 6.30 0.23  0.283
72 H 2.56 4.42 -1.50  0.362
73 H 1.54 5.85 -1.54  0.319
74 H 2.86 5.76 -0.38  0.522
75 O 1.17 -1.98 2.42  -0.760
76 C 2.32 -1.47 2.39  0.777
77 O 2.87 -1.04 1.34  -0.653
78 C 3.08 -1.35 3.68  0.123
79 C 4.37 -0.82 3.69  -0.441
80 C 5.08 -0.71 4.88  -0.643
81 C 4.51 -1.13 6.07  -0.466
82 C 3.23 -1.65 6.04  -0.142
83 C 2.50 -1.77 4.87  -0.151
84 N 2.61 -2.10 7.31  1.041
85 O 3.27 -1.97 8.32  -0.630
86 O 1.54 -2.65 7.25  -0.601
87 H 4.80 -0.50 2.75  0.409
88 H 6.08 -0.30 4.88  0.402
89 H 5.03 -1.06 7.01  0.497
90 H 1.50 -2.18 4.87  0.593
91 C 5.54 0.15 -1.87  -0.975
92 N 4.52 -0.88 -1.85  -0.108
93 C 3.20 -0.65 -1.68  0.454
94 N 2.82 0.64 -1.52  -0.023
95 O 2.39 -1.60 -1.73  -0.801
96 H 6.49 -0.32 -2.13  0.342
97 H 5.66 0.63 -0.90  0.279
98 H 5.32 0.90 -2.63  0.313
99 H 4.77 -1.84 -1.94  0.278
100 H 3.47 1.30 -1.11  0.185
101 H 1.85 0.88 -1.36  -0.162

---

Entry 2:
Density functional theory data (ωB97M-V with the def2-TZVPD basis set) for C15H39AsNO6RuSSi3 as an isolated structure.

Properties
Kohn-Sham gap (alpha / beta)	0.2526 / 0.2526	hartree
HOMO (alpha / beta)	-3.9 / -4.0	eV
2S+1	1
total charge	-1

Last column: Mulliken charge in e.
Atoms and positions in Å:
1 Ru -0.67 -0.25 -0.54  1.579
2 O 1.32 0.07 -2.21  -0.652
3 S 2.26 -0.42 -1.18  0.909
4 O 3.64 -0.05 -1.34  -0.674
5 O 1.74 -0.19 0.18  -0.663
6 O 2.21 -2.02 -1.31  -0.130
7 N -1.71 1.43 3.88  -0.486
8 C -1.81 0.78 2.66  0.449
9 O -2.62 1.14 1.83  -0.566
10 C -0.86 -0.38 2.49  -0.936
11 C -1.14 -1.22 1.25  -0.800
12 H -2.14 2.34 3.93  0.253
13 H -0.87 1.29 4.42  0.206
14 H -0.92 -0.96 3.42  0.403
15 H 0.15 0.03 2.44  0.383
16 H -2.08 -1.75 1.37  0.204
17 H -0.31 -1.94 1.09  0.416
18 C 0.60 3.12 -0.33  -0.832
19 O -0.45 2.21 -0.02  -0.271
20 C -0.96 1.44 -1.01  0.414
21 C -1.11 2.09 -2.34  -1.012
22 H 1.31 2.70 -1.05  0.296
23 H 1.13 3.32 0.60  0.262
24 H 0.20 4.06 -0.72  0.310
25 H -1.39 3.14 -2.20  0.405
26 H -1.86 1.58 -2.93  -0.069
27 H -0.16 2.05 -2.89  0.279
28 C -4.43 -2.35 0.10  -1.180
29 Si -3.16 -3.30 -0.88  0.477
30 C -4.11 -4.48 -1.98  -1.185
31 C -2.17 -4.44 0.24  -1.018
32 As -1.64 -1.98 -2.07  -0.261
33 Si 2.65 -2.97 -2.63  0.475
34 C 4.43 -3.41 -2.41  -1.077
35 C 2.41 -2.09 -4.23  -0.936
36 C 1.58 -4.47 -2.50  -0.833
37 Si -3.09 -0.99 -3.60  0.319
38 C -4.18 -2.17 -4.55  -1.254
39 C -4.24 0.28 -2.85  -1.025
40 C -1.98 -0.24 -4.93  -1.102
41 H -4.80 -2.93 0.95  0.449
42 H -5.28 -2.12 -0.54  0.296
43 H -4.02 -1.41 0.47  0.210
44 H -4.57 -5.27 -1.37  0.361
45 H -3.45 -4.96 -2.71  0.260
46 H -4.91 -3.98 -2.52  0.277
47 H -2.84 -5.02 0.89  0.363
48 H -1.47 -3.90 0.86  0.275
49 H -1.61 -5.14 -0.38  0.244
50 H 5.04 -2.52 -2.53  0.269
51 H 4.75 -4.16 -3.15  0.324
52 H 4.61 -3.82 -1.41  0.299
53 H 2.81 -1.07 -4.15  0.307
54 H 1.35 -2.02 -4.48  0.157
55 H 2.92 -2.61 -5.04  0.423
56 H 1.64 -4.88 -1.49  0.259
57 H 1.87 -5.25 -3.21  0.401
58 H 0.54 -4.19 -2.69  0.060
59 H -5.07 -2.45 -3.98  0.278
60 H -3.64 -3.08 -4.82  0.315
61 H -4.51 -1.69 -5.48  0.353
62 H -5.05 -0.25 -2.35  0.329
63 H -4.68 0.93 -3.61  0.373
64 H -3.73 0.88 -2.10  0.165
65 H -1.89 -0.96 -5.74  0.343
66 H -0.98 -0.04 -4.55  0.147
67 H -2.38 0.69 -5.35  0.389

---

Entry 3:
Density functional theory data (ωB97M-V with the def2-TZVPD basis set) for one molecule with the formula C25H31N5O5.

Properties
SMILES	CCCCc1ccc(NC(=O)C(=O)NCCN2CCN(C(=O)c3ccc([N+](=O)[O-])cc3)CC2)cc1
Kohn-Sham gap	0.2917	hartree
HOMO	-8.6	eV
2S+1	1
ΔE to the lowest compared entry with this formula, charge and spin	479.29	kJ/mol

Last column: Mulliken charge in e.
Atoms and positions in Å:
1 C -5.00 3.45 -3.95  -1.373
2 C -4.13 4.22 -2.97  -0.172
3 C -3.20 5.20 -3.69  -0.569
4 C -2.33 6.00 -2.72  -1.400
5 C -1.37 5.11 -1.98  0.504
6 C -0.23 4.62 -2.61  -0.615
7 C 0.65 3.78 -1.96  -0.692
8 C 0.39 3.39 -0.65  0.930
9 N 1.24 2.55 0.06  -0.020
10 C 2.41 1.98 -0.30  0.643
11 O 2.98 2.05 -1.37  -0.733
12 C 2.98 1.15 0.85  0.413
13 O 2.38 1.03 1.91  -0.733
14 N 4.17 0.63 0.56  -0.053
15 C 4.86 -0.32 1.39  -0.971
16 C 4.71 -1.75 0.84  -0.871
17 N 3.33 -2.03 0.49  0.394
18 C 2.46 -2.20 1.64  -1.034
19 C 1.00 -2.26 1.16  -0.643
20 N 0.84 -3.34 0.22  0.090
21 C 0.18 -4.49 0.44  0.281
22 O 0.25 -5.45 -0.30  -0.652
23 C -0.73 -4.53 1.63  0.191
24 C -1.86 -3.71 1.69  0.094
25 C -2.74 -3.82 2.75  -0.468
26 C -2.48 -4.75 3.75  -0.005
27 N -3.40 -4.86 4.86  0.979
28 O -4.36 -4.13 4.87  -0.611
29 O -3.14 -5.67 5.73  -0.610
30 C -1.37 -5.58 3.70  -0.563
31 C -0.50 -5.47 2.63  -0.501
32 C 1.75 -3.23 -0.91  -0.992
33 C 3.19 -3.16 -0.41  -0.721
34 C -0.75 3.87 0.00  -0.645
35 C -1.62 4.72 -0.67  -0.555
36 H -4.38 2.87 -4.64  0.338
37 H -5.66 2.76 -3.43  0.382
38 H -5.62 4.13 -4.54  0.332
39 H -4.77 4.78 -2.28  0.270
40 H -3.53 3.52 -2.39  0.258
41 H -3.80 5.90 -4.28  0.393
42 H -2.56 4.64 -4.38  0.360
43 H -1.76 6.74 -3.28  0.397
44 H -2.97 6.52 -2.01  0.382
45 H -0.02 4.92 -3.63  0.404
46 H 1.53 3.41 -2.46  0.469
47 H 0.98 2.33 1.02  0.161
48 H 4.48 0.77 -0.40  0.251
49 H 4.42 -0.24 2.39  0.420
50 H 5.92 -0.07 1.44  0.427
51 H 5.11 -2.46 1.58  0.299
52 H 5.30 -1.83 -0.08  0.479
53 H 2.56 -1.34 2.30  0.495
54 H 2.70 -3.12 2.20  0.324
55 H 0.34 -2.40 2.02  0.474
56 H 0.76 -1.32 0.67  0.139
57 H -2.05 -3.00 0.90  0.482
58 H -3.62 -3.20 2.82  0.484
59 H -1.21 -6.30 4.49  0.470
60 H 0.36 -6.12 2.56  0.469
61 H 1.60 -4.10 -1.54  0.526
62 H 1.51 -2.32 -1.46  0.285
63 H 3.85 -3.02 -1.26  0.468
64 H 3.45 -4.11 0.09  0.329
65 H -0.95 3.58 1.02  0.377
66 H -2.50 5.08 -0.16  0.341

---

Entry 4:
Density functional theory data (ωB97M-V with the def2-TZVPD basis set) for C30H49BeBr2F6NO27S2 as an isolated structure.

Properties
Kohn-Sham gap	0.2787	hartree
HOMO	-10.6	eV
2S+1	1
ΔE to the lowest compared entry with this formula, charge and spin	0.00	kJ/mol

Last column: Mulliken charge in e.
Atoms and positions in Å:
1 Be -4.60 -4.31 20.14  0.758
2 C -0.96 -4.54 17.94  0.393
3 F -0.48 -5.25 16.92  0.008
4 F -0.97 -5.43 18.93  -0.283
5 F -0.27 -3.47 18.21  -0.026
6 S -2.84 -4.11 17.60  0.753
7 O -3.05 -3.52 16.32  -0.658
8 O -3.56 -5.34 17.84  -0.666
9 N -3.12 -3.11 18.91  0.591
10 S -2.96 -1.56 18.46  0.576
11 O -1.66 -1.25 17.92  -0.357
12 O -4.01 -1.00 17.65  -0.633
13 C -3.06 -0.71 20.13  0.206
14 F -2.79 0.59 20.00  -0.011
15 F -4.27 -0.86 20.64  -0.199
16 F -2.13 -1.15 20.98  -0.110
17 C -7.22 -3.51 23.28  -1.125
18 C -6.11 -3.50 22.24  1.011
19 O -6.26 -2.91 21.15  -0.625
20 O -5.14 -4.29 22.44  -0.739
21 H -8.07 -2.98 22.84  0.312
22 H -6.83 -3.04 24.19  0.305
23 H -7.56 -4.49 23.60  0.336
24 Br -0.55 -0.10 23.31  -0.207
25 C 0.64 0.47 21.86  -0.133
26 C 0.39 1.93 21.60  -0.057
27 Br 1.64 2.39 20.10  -0.205
28 H 0.42 -0.15 20.99  -0.229
29 H 1.65 0.31 22.22  0.511
30 H 0.66 2.55 22.45  0.473
31 H -0.59 2.14 21.16  -0.152
32 C 1.21 -0.19 17.97  -0.637
33 C 1.85 -0.22 16.58  0.916
34 C 2.40 1.15 16.11  -0.219
35 O 3.72 0.80 15.68  -0.394
36 C 4.07 -0.40 16.18  0.541
37 O 5.17 -0.84 16.15  -0.551
38 O 3.00 -1.07 16.62  -0.354
39 H 1.95 0.04 18.72  0.482
40 H 0.90 -1.23 18.12  -0.323
41 H 0.29 0.38 17.90  0.104
42 H 1.13 -0.54 15.83  -0.122
43 H 2.33 1.85 16.94  0.120
44 H 1.88 1.53 15.23  0.365
45 C -1.74 -8.50 17.43  -1.325
46 C -1.71 -8.04 15.99  0.909
47 C -0.33 -8.06 15.37  0.608
48 O -0.38 -8.91 14.24  -0.393
49 C -1.69 -9.19 13.99  0.452
50 O -2.09 -9.75 13.03  -0.513
51 O -2.45 -8.82 15.04  -0.473
52 H -1.16 -7.81 18.04  0.186
53 H -1.43 -9.55 17.39  0.427
54 H -2.75 -8.52 17.85  0.303
55 H -2.15 -7.04 15.86  -0.024
56 H 0.43 -8.45 16.04  0.192
57 H -0.09 -7.00 15.20  -0.386
58 C -3.13 3.54 15.36  -1.588
59 C -3.22 2.65 16.59  0.574
60 C -1.85 2.29 17.21  0.419
61 O -1.82 2.88 18.49  -0.152
62 C -3.03 3.45 18.71  0.517
63 O -3.33 3.92 19.77  -0.569
64 O -3.82 3.46 17.64  -0.367
65 H -2.48 4.39 15.59  0.405
66 H -4.06 4.02 15.07  0.366
67 H -2.69 3.07 14.48  0.369
68 H -3.85 1.79 16.38  0.152
69 H -1.08 2.72 16.57  0.333
70 H -1.79 1.21 17.31  -0.497
71 C -5.60 4.19 22.40  -1.332
72 C -4.74 3.35 23.31  0.432
73 C -3.85 2.32 22.61  0.790
74 O -2.63 2.42 23.35  -0.154
75 C -2.68 3.47 24.18  0.508
76 O -1.85 3.82 24.95  -0.557
77 O -3.77 4.25 23.88  -0.392
78 H -5.94 5.01 23.03  0.377
79 H -6.41 3.60 21.98  0.367
80 H -4.98 4.62 21.61  0.303
81 H -5.33 2.81 24.07  0.285
82 H -3.67 2.55 21.56  -0.670
83 H -4.29 1.33 22.64  0.104
84 C 2.18 -4.13 14.80  -1.136
85 C 1.10 -4.05 13.76  0.701
86 C 0.57 -2.66 13.35  0.147
87 O 0.61 -2.79 11.93  -0.429
88 C 1.23 -3.93 11.48  0.513
89 O 1.29 -4.23 10.34  -0.512
90 O 1.70 -4.58 12.56  -0.442
91 H 2.43 -5.18 14.98  0.387
92 H 1.67 -3.97 15.77  0.003
93 H 3.01 -3.44 14.71  0.437
94 H 0.29 -4.79 13.85  -0.099
95 H 1.19 -1.84 13.70  0.146
96 H -0.48 -2.61 13.61  0.216
97 C 2.26 -5.34 20.47  -1.324
98 C 2.40 -6.56 19.54  0.677
99 C 2.36 -6.23 18.02  0.708
100 O 3.53 -6.91 17.59  -0.430
101 C 4.29 -7.34 18.61  0.487
102 O 5.33 -7.90 18.47  -0.531
103 O 3.76 -6.97 19.78  -0.398
104 H 2.97 -5.38 21.30  0.425
105 H 1.33 -5.28 21.03  0.247
106 H 2.47 -4.37 20.01  0.253
107 H 1.72 -7.35 19.86  0.326
108 H 2.46 -5.15 17.87  0.012
109 H 1.48 -6.62 17.53  -0.513
110 O -6.03 -3.71 18.41  -0.236
111 H -6.99 -3.67 18.48  0.205
112 H -5.85 -3.80 17.45  0.332
113 O -2.85 -3.59 21.95  -0.398
114 H -1.92 -3.34 21.99  0.212
115 H -3.16 -3.62 22.86  0.264
116 O -5.77 -3.05 15.81  -0.720
117 H -4.82 -3.12 15.63  0.382
118 H -5.91 -2.12 16.02  0.354

---

Entry 5:
Density functional theory data (ωB97M-V with the def2-TZVPD basis set) for a 16-piece molecular cluster, C4H42N2O15 overall.

Properties
Kohn-Sham gap	0.3906	hartree
HOMO	-15.3	eV
2S+1	1
ΔE to the lowest compared entry with this formula, charge and spin	0.00	kJ/mol
total charge	+2

Last column: Mulliken charge in e.
Atoms and positions in Å:
1 C 1.51 0.73 1.15  -1.101
2 C 0.28 -0.08 1.50  -0.331
3 C -1.05 0.47 1.14  0.202
4 C -2.09 -0.09 0.55  -0.391
5 N -3.24 0.86 0.25  0.189
6 N 1.74 0.78 -0.32  0.308
7 H 1.54 1.70 1.63  0.302
8 H 2.32 0.11 1.53  0.483
9 H 0.42 -1.12 1.19  0.029
10 H 0.19 -0.19 2.58  0.391
11 H -1.11 1.54 1.28  0.302
12 H -2.28 -1.14 0.45  0.462
13 H -2.98 1.40 -0.56  0.288
14 H -4.14 0.40 0.33  0.486
15 H -3.19 1.46 1.07  0.069
16 H 1.97 -0.14 -0.69  0.207
17 H 0.90 1.12 -0.82  -0.094
18 H 2.59 1.33 -0.54  0.526
19 H -0.38 -2.52 -0.61  0.278
20 H 0.53 -2.76 -1.85  0.271
21 O 0.07 -2.07 -1.37  -0.585
22 H -0.25 0.67 -2.90  0.180
23 H -0.68 -0.40 -1.83  0.148
24 O -0.51 0.55 -1.99  -0.343
25 H 3.28 -3.26 -3.55  0.304
26 H 3.05 -2.28 -2.45  0.370
27 O 3.31 -3.21 -2.59  -0.672
28 H -1.08 1.16 3.92  0.226
29 H -0.24 2.46 4.23  0.278
30 O -0.29 1.66 3.69  -0.561
31 H -1.60 -1.89 4.34  0.285
32 H -0.85 -0.57 4.94  0.288
33 O -1.02 -1.15 4.20  -0.570
34 H 1.50 -3.94 1.18  0.441
35 H 1.57 -4.84 2.44  0.269
36 O 1.08 -4.12 2.05  -0.640
37 H 4.32 2.84 -0.86  0.281
38 H 5.08 1.92 -0.03  0.260
39 O 4.23 2.00 -0.39  -0.602
40 H 0.44 3.77 -3.51  0.289
41 H -0.24 2.99 -4.51  0.294
42 O 0.16 2.86 -3.65  -0.582
43 H 0.82 4.37 0.03  0.296
44 H -0.38 3.50 -0.46  0.349
45 O 0.58 3.60 -0.48  -0.596
46 H -0.53 -4.06 0.98  0.381
47 H -1.28 -2.88 1.53  0.245
48 O -1.13 -3.34 0.70  -0.692
49 H -4.27 -2.46 -0.96  0.283
50 H -4.42 -1.16 -1.72  0.286
51 O -4.09 -1.52 -0.89  -0.570
52 H -2.57 3.36 -1.91  0.237
53 H -1.20 2.71 -2.06  0.313
54 O -1.91 2.86 -1.42  -0.661
55 H 1.88 -0.38 -3.84  0.265
56 H 3.40 -0.25 -3.37  0.287
57 O 2.48 -0.33 -3.10  -0.538
58 H 3.43 -4.41 -0.20  0.282
59 H 2.42 -3.79 -1.12  0.314
60 O 2.52 -4.08 -0.20  -0.646
61 H -3.92 2.55 3.06  0.280
62 H -3.26 3.78 2.49  0.284
63 O -3.46 2.87 2.27  -0.635